--- P ---
This record from OMol25 describes a 14-piece molecular cluster, H28O14 overall. The level of theory is the ωB97M-V functional and the def2-TZVPD basis.

Structure (XYZ):
```
42
Properties=species:S:1:pos:R:3:mulliken_charge:R:1
H 14.51906 9.63309 -13.77897 0.319
O 11.93617 11.33806 -14.31124 -0.641
H 13.24111 9.98303 -14.24723 0.032
O 11.61035 9.29908 -11.83738 -0.644
H 17.75610 7.70697 -11.95670 0.310
H 15.82364 7.15673 -13.75921 0.344
H 16.48055 8.47353 -11.99464 0.442
H 10.83339 8.94899 -11.40564 0.281
H 12.55713 7.51978 -15.57643 0.253
H 9.36901 8.20385 -13.41316 0.284
H 12.68300 11.77749 -13.77103 0.375
H 14.90392 10.84810 -17.02511 0.403
H 11.20744 11.35387 -13.71253 0.233
O 13.96333 9.40580 -14.53221 0.101
O 12.57879 7.50013 -16.50592 -0.592
H 16.66288 10.77779 -14.09159 0.398
O 14.02309 12.56042 -13.09101 -0.676
H 14.76231 7.91319 -14.59698 0.244
O 14.80640 8.69564 -17.91471 -0.664
H 14.79441 9.20521 -11.77115 0.275
O 17.64477 9.36052 -14.29845 -0.738
H 10.77216 8.59233 -13.41213 0.370
H 17.30546 8.65026 -13.73648 0.427
O 15.20674 7.05553 -14.47449 -0.729
H 15.54101 10.51985 -11.69517 0.185
H 12.48126 6.59592 -16.81478 0.277
O 10.07758 8.39989 -14.05068 -0.591
H 11.39304 11.23223 -15.90924 0.420
O 15.25631 9.82922 -12.26510 -0.637
H 12.28811 8.62932 -11.57034 0.301
H 15.56764 8.23465 -17.54545 0.327
H 15.81271 11.74433 -14.89385 0.479
H 14.12785 8.42893 -17.26928 0.322
O 16.34281 11.66658 -14.07807 -0.825
H 14.29538 10.74457 -15.71553 0.263
H 10.32128 11.94343 -16.84454 0.266
H 18.39914 9.76106 -13.83816 0.304
O 16.82965 7.63342 -12.24730 -0.715
O 11.11499 11.43119 -16.82529 -0.650
O 14.61370 11.40223 -16.30880 -0.761
H 14.84624 12.18590 -13.39144 0.338
H 14.06706 12.69842 -12.14338 0.288
```

The HOMO-LUMO gap is 8.70 eV.

=====

--- Q ---
This record from OMol25 describes a 14-piece molecular cluster, H28O14 overall. The level of theory is the ωB97M-V functional and the def2-TZVPD basis.

Structure (XYZ):
```
42
Properties=species:S:1:pos:R:3:mulliken_charge:R:1
O -4.15844 -1.56251 0.03756 -0.554
H -2.07248 1.51657 -3.07513 0.274
O 1.90356 -0.21103 -4.08103 -0.636
H -4.49173 -2.36266 -0.05052 0.266
H 0.45520 4.76467 -2.09367 0.330
H 4.80453 0.62607 -0.37400 0.328
H -0.23785 1.91818 3.93799 0.261
H -0.67485 4.45547 2.28848 0.323
O 2.21904 -2.12433 -1.12177 -0.542
H -4.15951 2.50082 -0.76479 0.326
H 1.63093 -3.50938 0.73750 0.310
O -2.68345 -3.03842 -2.21404 -0.628
H 1.59367 -1.86240 -1.70974 0.262
H -2.76721 2.27995 -1.46278 0.293
H 1.04843 0.17396 -3.93031 0.302
H 0.05520 0.98347 3.03035 0.312
H 0.19933 0.26462 -1.55297 0.281
H 0.10752 3.50060 -1.54475 0.288
O 0.98462 4.01491 -1.68822 -0.625
H -1.35671 0.14987 -2.95389 0.339
O -0.03341 -0.69297 -1.27308 -0.590
H -0.57635 -0.32721 -0.57226 0.275
O 1.58969 -4.07861 1.46227 -0.605
O -3.57076 2.65022 -1.53722 -0.599
H -1.87874 -2.61531 -1.80008 0.327
H -2.49598 -2.78069 -3.17274 0.300
O 2.20382 -1.29587 3.33862 -0.613
H -0.26866 -1.54344 4.97280 0.219
H 2.92842 -1.60238 -1.66404 0.328
H 1.66934 -0.87731 -4.84711 0.338
O -0.10340 -0.99878 4.34066 -0.571
H -1.65183 3.58484 2.96271 0.332
O 4.67932 -0.30179 -0.14063 -0.632
H 1.96426 -2.22788 3.33825 0.279
H 1.60052 -0.95521 2.61862 0.314
O -1.18051 1.12899 -2.92693 -0.615
H 0.59918 -0.42118 4.60888 0.339
O 0.04774 2.01283 3.17860 -0.579
H 2.09030 -3.63454 2.13845 0.292
O -1.64667 4.47924 2.61336 -0.634
H -3.89213 -1.47411 0.90641 0.293
H 3.76780 -0.38048 0.12310 0.292
```

The HOMO-LUMO gap is 10.73 eV.

=====

Verdict on stability: Q comes out at the bottom.

=====

--- P ---
This record from OMol25 describes a 2-piece molecular cluster, C28H30N overall. The level of theory is the ωB97M-V functional and the def2-TZVPD basis.

Structure (XYZ):
```
59
Properties=species:S:1:pos:R:3:mulliken_charge:R:1
H 0.93518 -1.49198 0.21733 0.585
H 0.62398 -1.05030 -5.29397 0.401
H 3.85307 0.16723 4.78695 0.408
C 2.92950 3.03368 -0.38306 -0.237
C -3.73579 -2.12897 -0.38062 -1.123
H 0.68069 -3.44482 -0.93539 0.428
H -1.86082 -2.59819 0.61975 0.389
H -1.86889 -0.47118 1.79104 0.243
H 0.03654 -0.76408 1.73237 -0.296
H 3.57211 1.48388 2.72388 0.529
H 1.83856 5.35779 2.54202 0.390
C 0.48628 -3.64080 -3.07890 -0.519
C 2.87501 0.67217 2.94245 -0.499
H 3.10041 6.30219 0.59569 0.396
H -4.13332 -0.44081 1.75154 0.426
C 1.83896 0.37826 2.01154 0.524
C 0.67292 -2.92885 -1.89977 -0.527
C 0.43444 -2.96349 -4.30606 -0.481
H 3.20184 2.38014 -1.21437 0.474
H -1.67118 -0.46513 -2.41697 0.164
H -1.76101 -2.65799 -1.13956 0.188
H 2.18754 -1.60438 5.38267 0.397
C 2.18403 4.70762 1.73811 -0.835
C 1.93991 3.33817 1.81316 -0.159
C 2.23193 2.48722 0.71705 -0.147
C -2.22765 0.02025 0.87757 -0.751
C 2.88204 5.23294 0.64257 -0.346
C -2.13261 0.00836 -1.54039 -0.525
C -3.75166 0.05116 0.84970 -1.187
H 0.96839 0.22840 -3.18750 0.374
C 0.83087 -1.51914 -1.90936 0.372
C 1.78747 1.08845 0.73111 0.445
C -2.21434 -2.11134 -0.30258 -0.425
H -1.72428 1.02866 -1.47921 0.411
H -4.04355 -2.67470 -1.28023 0.422
C 0.63236 -1.57800 -4.33830 -0.641
H -3.99245 1.06920 -1.70389 0.339
C 0.90135 -0.60520 2.37995 1.259
C 1.37121 0.48156 -0.47560 -0.615
C 3.02028 -0.05615 4.11875 -0.859
H 0.37586 -4.72562 -3.03872 0.398
N -1.64789 -0.71723 -0.30520 0.424
H 3.92169 4.76307 -1.20066 0.398
C 3.30689 4.37742 -0.38412 -0.817
C 1.04268 -1.33678 3.56270 -0.931
H 1.48980 2.91504 2.71223 0.487
H 0.32738 -2.12824 3.79288 0.423
C 2.09388 -1.05463 4.44416 -0.488
H -1.80075 1.03482 0.86242 0.459
H -3.95415 -0.47673 -2.57322 0.431
H -4.13010 -2.66215 0.49192 0.335
H -4.08831 1.09363 0.86018 0.367
H 1.39875 1.10740 -1.36884 0.481
H -5.36631 -0.66050 -0.45946 0.393
C -4.27278 -0.67587 -0.41635 0.209
C -3.65258 0.02870 -1.64878 -1.070
H 0.24948 -3.51802 -5.22853 0.409
C 0.96885 -0.83181 -0.64322 0.103
C 0.83831 -0.85437 -3.15884 -0.401
```

The net charge is +1. The HOMO-LUMO gap is 6.44 eV.

=====

--- Q ---
This record from OMol25 describes a 2-piece molecular cluster, C28H30N overall. The level of theory is the ωB97M-V functional and the def2-TZVPD basis.

Structure (XYZ):
```
59
Properties=species:S:1:pos:R:3:mulliken_charge:R:1
H -1.18093 0.77465 -1.18338 -0.194
H 0.03247 3.46763 2.94823 0.352
H -2.00842 -5.72790 2.18557 0.396
C 1.85549 3.77640 1.78680 0.192
C 4.16453 -1.80377 -0.91486 -0.673
C -4.46598 -0.84318 -2.50143 -0.764
H -4.49638 -2.37748 3.34760 0.395
H 1.00964 2.95030 -1.24401 0.368
C -2.13593 0.34650 -1.50676 0.623
C -2.32814 -4.69167 2.04817 -0.803
H -0.59400 1.62163 1.76901 0.425
C 0.32044 3.58968 1.89598 -1.059
C -2.21431 -2.59873 0.80093 -0.145
C -3.76245 -2.82660 2.67451 -0.750
H 2.58429 2.19382 -1.00070 0.279
H -0.19122 4.47109 1.48853 0.401
H 4.78584 -2.41979 -0.26341 0.409
H -0.93575 -4.31086 0.43538 0.448
H 1.86148 0.19317 -3.33181 0.385
H 2.32758 -2.44261 0.04989 0.314
H 2.25950 2.36362 3.39436 0.338
H 1.53209 0.57105 2.21291 0.380
H -4.83316 1.06581 -3.46293 0.397
H -0.82982 2.61719 0.32975 0.224
H 3.29437 4.03527 0.15974 0.385
C -3.31007 -4.13956 2.88870 -0.324
C -1.59377 -1.73225 -0.21761 0.426
C 1.74600 2.67324 -0.47489 -0.580
H 0.36928 -2.37176 0.29979 0.521
C 0.51687 -0.93070 -1.27773 0.046
H 4.32940 0.19957 -3.67463 0.411
C 1.93773 -0.99361 -1.50856 0.377
H -5.33839 -1.32886 -2.94394 0.409
C -3.01825 1.09788 -2.28303 -0.939
H 3.62237 2.57874 2.26061 0.399
C -0.10132 2.35025 1.10857 -0.615
C -3.65526 -1.54641 -1.61865 -0.225
C 2.53096 2.49230 2.33832 -0.958
C -2.46147 -0.96776 -1.11069 0.388
H 5.80527 -1.05012 -2.09162 0.414
C -0.18434 -1.68816 -0.35586 -0.678
H -0.03314 -0.40366 -2.05732 0.870
C 2.21042 3.91499 0.28275 -0.994
C 2.05600 1.27353 1.54815 -0.611
H 1.70664 4.79670 -0.13375 0.339
H -3.90931 -2.57196 -1.33413 0.484
H 2.18581 4.66179 2.34774 0.395
C 2.52206 -0.30344 -2.61155 -0.466
N 1.08088 1.65204 0.43632 0.178
H -3.72652 -4.73275 3.70837 0.386
H -3.67409 -1.10314 1.37524 0.449
C -1.74355 -3.90803 1.05295 -0.182
C 2.78770 -1.78842 -0.69814 -0.341
C -3.27850 -2.09994 1.59135 -0.146
H -2.78973 2.14321 -2.48684 0.445
C 3.89927 -0.33224 -2.82621 -0.613
C 4.72468 -1.05653 -1.95542 -0.416
C -4.17012 0.49259 -2.80893 -0.434
H 2.90527 0.72726 1.11262 0.260
```

The net charge is +1. The HOMO-LUMO gap is 5.90 eV.

=====

Verdict on stability: Q comes out at the bottom.

=====

--- P ---
This record from OMol25 describes C5H12NS as an isolated structure. The level of theory is the ωB97M-V functional and the def2-TZVPD basis.

Structure (XYZ):
```
19
Properties=species:S:1:pos:R:3:mulliken_charge:R:1
H -1.42041 -1.38010 3.38327 0.319
N -0.97086 -0.21132 1.20169 -0.456
C 1.06733 0.36267 -0.29027 -0.940
C 0.11910 -0.48423 2.16356 -0.261
C -1.64776 -0.94333 -2.76690 -0.728
S 1.09151 1.44773 -1.85406 -0.036
H 0.47883 0.34782 2.81072 0.294
H -0.71229 -1.11050 -3.31708 0.228
H -2.15176 -0.13387 -3.29674 0.277
C -0.34255 -1.61680 3.22957 -1.217
C -0.19688 0.64936 0.50951 0.022
H -0.43719 -2.62024 2.82307 0.307
H -2.34064 -1.74361 -2.73032 0.313
H 1.98415 0.44049 0.25486 0.487
H 0.14849 -1.71185 4.20077 0.341
H -0.80426 1.47567 0.15729 0.477
H 1.02896 -0.64300 -0.70969 0.384
H 1.06301 -0.89844 1.79447 0.259
H -1.34956 -0.55888 -1.81913 -0.070
```

As for the spin multiplicity: 2. The HOMO-LUMO gap (alpha / beta) is 9.10 / 6.75 eV. The expectation value of S² is 0.753.

=====

--- Q ---
This record from OMol25 describes the molecule C5H12NS. The level of theory is the ωB97M-V functional and the def2-TZVPD basis.

Structure (XYZ):
```
19
Properties=species:S:1:pos:R:3:mulliken_charge:R:1
N -0.77977 -0.87939 -0.44843 -0.411
C -2.05359 -2.33135 -1.98207 -1.215
C -0.73283 -1.57910 -1.74366 -0.245
H 2.60003 -0.18311 0.37634 0.379
H -2.85583 -1.53137 -1.76790 0.243
H 2.06683 -0.89991 -1.05698 0.365
H -1.13788 1.13688 1.05808 0.318
H 0.01686 0.00339 2.11113 0.331
H 0.17978 -2.36560 -1.85078 0.287
H -0.85839 -0.89124 -2.65065 0.234
C 1.71373 -0.62149 -0.06527 -1.545
S 0.85700 2.47155 1.71809 -0.084
C -0.07833 0.80425 1.25635 -0.848
C 0.37613 0.02670 -0.03533 0.646
H -2.11277 -2.63103 -3.03430 0.346
H -2.16219 -2.96636 -1.14548 0.413
H 1.68153 -1.63330 0.29325 0.431
H 0.50506 0.96526 -0.70764 0.119
H -1.52728 -0.18672 -0.55573 0.238
```

As for the spin multiplicity: 2. The HOMO-LUMO gap (alpha / beta) is 10.19 / 7.06 eV. The expectation value of S² is 0.753.

=====

Verdict on stability: P comes out at the bottom.